64
Properties=species:S:1:pos:R:3:forces:R:3:mulliken_charge:R:1 method="wB97M-V/def2-TZVPD" lumo_ha=-0.0799 homo_lumo_gap_ev=4.23 homo_ev=-6.399 largest_force_ev_per_a=2.1 relative_energy_kcal_mol=16.36
O 5.1189 0.0225 -4.8222 -1.0444 -0.0029 0.5829 -0.507
H -4.0641 0.0090 -0.4657 -0.1288 -0.1024 0.1376 0.368
H 0.7059 -6.4049 3.1470 -0.1473 -0.0057 -0.3876 0.264
H 3.6192 -2.3709 -1.2939 -0.2158 0.2588 -0.1505 0.740
S -2.3743 -0.4855 1.7594 0.7989 1.5090 -0.5547 1.364
C 1.2562 -1.0533 -0.9033 -0.0265 -0.8499 -0.4187 -0.194
C -0.9397 0.6545 1.5229 -0.2216 -1.0978 -1.7201 0.050
C 3.4191 -1.5712 -2.0064 -0.7533 -0.3730 -0.4270 -0.908
H 0.6497 -0.2687 -0.4763 -0.4043 0.2252 0.2378 0.451
C -5.9644 1.2374 2.6591 0.0405 0.0362 -0.0586 -0.681
H 2.6618 5.1231 1.8003 -0.3005 -0.1102 -0.0843 0.360
H 4.6444 1.2894 -6.4031 0.0797 -0.0183 0.3941 0.264
C 0.2280 -2.7374 0.6160 -0.1827 0.1193 0.8955 -0.023
H -1.3637 6.3451 2.7869 0.2889 0.0242 -0.0453 0.376
O -2.5751 2.4825 0.6525 0.4620 0.2826 -1.0727 -0.629
C 4.7979 1.3666 -5.3169 0.1653 -0.2271 -0.1259 -0.309
C 0.7261 5.8715 2.3713 -0.1885 -0.0966 0.0592 -0.334
O -2.3780 -1.3444 0.5816 0.1529 0.0068 0.3971 -0.693
C 1.5853 4.9479 1.7715 -0.1598 -0.1215 -0.0411 -0.632
H 5.0101 -2.2018 -3.3598 0.0018 0.1200 0.4672 0.417
O -2.1753 -1.0575 3.0808 -0.1201 0.0107 -0.4674 -0.732
C 1.0733 3.7971 1.1631 -0.2443 -0.1213 0.0859 -0.214
H 1.1244 6.7447 2.8855 -0.0114 -0.1633 -0.1875 0.360
C -0.3077 3.5597 1.1771 0.4759 0.3645 0.3101 -0.079
C 3.2038 0.6839 -3.6536 0.5035 -0.9186 0.3835 0.844
H -6.4861 1.5918 3.5478 0.1309 -0.0296 -0.2212 0.373
C 2.2485 0.4590 -2.6671 -0.1238 0.3657 -0.0293 -0.913
H -7.6046 1.6764 1.3106 0.2674 -0.0939 0.0797 0.379
C -4.0069 0.2432 1.6606 -0.4108 0.2565 0.2251 0.043
H 1.9492 -5.6486 -1.2909 -0.2411 0.3619 -0.1394 0.428
H -6.3876 0.7883 -0.6890 0.0843 0.1734 0.2140 0.362
C -6.5902 1.2887 1.4101 0.1802 -0.2768 0.1838 -0.360
C 0.2196 -4.0108 1.1516 0.5079 -0.4614 -0.8123 0.684
H -0.3394 -1.9595 1.1089 0.3258 0.1582 0.0496 0.094
O 0.8247 -6.2723 1.0636 -0.2243 1.6316 -0.3395 -0.514
C -4.6727 0.7195 2.7849 0.1302 0.0707 -0.1087 -0.356
C 3.5401 1.8392 -4.5672 -0.3604 0.4264 -0.0759 -0.588
H 2.7399 2.0789 -5.2721 -0.0099 -0.0748 0.1340 0.288
C 4.1859 -0.3070 -3.8842 -0.0715 0.2794 0.2646 0.123
C 0.8671 -5.0565 0.4519 -0.1033 0.1524 0.6164 0.275
C 0.9893 -2.3961 -0.5449 -0.0054 -0.7892 -0.3212 0.449
H 1.4500 1.1887 -2.5167 0.0822 -0.2125 0.0669 0.656
F -0.3295 0.9532 2.6822 0.3764 0.6472 1.6088 -0.385
H -4.1502 0.7102 3.7366 -0.2153 -0.1098 0.0008 0.400
H -2.2173 4.3512 1.7193 0.0220 -0.1206 -0.0203 0.464
C -1.1497 4.5134 1.7359 -0.2457 -0.0274 0.2424 -0.347
C -0.3333 -4.6117 2.4156 -0.3124 0.2705 0.3922 -0.531
C -4.6160 0.3214 0.4138 -0.0895 -0.1126 -0.1817 -0.174
C -5.9123 0.8077 0.2906 0.1011 0.0257 0.0683 -0.709
H 1.9440 -3.3790 -2.2687 -0.2938 -0.0186 0.2986 0.674
S -1.1626 2.1376 0.4972 -1.5051 -1.2523 0.7219 1.362
H -0.8086 -6.7683 2.2598 0.3290 0.1993 -0.0463 0.271
C 0.0587 -6.0960 2.3147 0.0328 -0.2504 -0.0043 -0.346
H 3.7601 2.7550 -4.0115 -0.1351 -0.1420 0.0562 0.235
C 4.2470 -1.4717 -3.1000 0.7853 0.6443 -0.6316 -0.745
H 1.7383 3.0817 0.6917 -0.0192 0.0248 0.0713 0.383
C 2.2794 -0.7122 -1.8410 1.2616 0.0207 -0.3701 0.288
H 5.6666 2.0111 -5.1201 -0.2424 -0.3218 -0.0657 0.279
C 1.4917 -3.5289 -1.2872 0.6029 0.3391 0.0185 -0.578
O -0.6348 1.8579 -0.8313 0.0851 0.3241 0.3156 -0.626
H 0.1043 -4.1667 3.3166 -0.0588 0.0629 -0.2619 0.275
C 1.4811 -4.8036 -0.7829 0.1138 -0.8713 -0.0389 -1.127
H -1.4141 -4.4817 2.4987 0.0620 0.0276 -0.0664 0.246
C -0.6514 5.6572 2.3387 0.3669 -0.0464 -0.1036 -0.656